Molecular formula: C4H8O2
Method: DFT, wB97M-V/def2-TZVPD

As for the SMILES: C=CO.CC=O. As for the relative energy (zero: lowest compared OMol25 entry of this formula, charge and spin): 1.7366 eV. The spin multiplicity is 1. The HOMO energy is -0.3178 Eh. For the total energy, the calculation gives -307.6486 hartree.

The geometry in XYZ format:
```
14
C4H8O2 (wB97M-V/def2-TZVPD)
C 2.96272 0.50846 0.96606
C 1.73161 0.88199 0.62839
O 1.35298 1.11541 -0.65345
H 3.73253 0.37559 0.21221
H 3.21519 0.33661 2.00543
H 0.95154 1.02209 1.37980
H 0.40651 1.34137 -0.65579
C -2.57960 -1.17061 -0.49879
C -1.36744 -0.30230 -0.62800
O -1.37817 0.90119 -0.44565
H -2.39336 -1.94452 0.25504
H -3.44822 -0.57228 -0.21828
H -2.76631 -1.68779 -1.44725
H -0.41998 -0.80524 -0.89973
```

---

Molecular formula: Cl2F2Mg2
Method: DFT, wB97M-V/def2-TZVPD

As for the relative energy (zero: lowest compared OMol25 entry of this formula, charge and spin): 1.1903 eV. The spin multiplicity is 1. The HOMO energy is -0.3411 Eh. For the total energy, the calculation gives -1520.5031 hartree.

The geometry in XYZ format:
```
6
Cl2F2Mg2 (wB97M-V/def2-TZVPD)
Mg 0.94910 0.01696 -2.12248
Mg -0.27882 -0.01608 0.55881
F 0.94335 1.11846 -0.42565
F 0.77368 -0.45980 2.16367
Cl -2.20345 1.03043 0.79754
Cl -0.18385 -1.68997 -0.97189
```

---

Molecular formula: C27H44O2
Method: DFT, wB97M-V/def2-TZVPD

As for the relative energy (zero: lowest compared OMol25 entry of this formula, charge and spin): 25.0830 eV. The spin multiplicity is 1. The HOMO energy is -0.3088 Eh. For the total energy, the calculation gives -1204.7572 hartree.

The geometry in XYZ format:
```
73
C27H44O2 (wB97M-V/def2-TZVPD)
C -4.03251 -1.44099 -1.21587
C -4.55942 -0.64388 -0.46023
C -4.78325 0.88048 -0.78213
C -3.94313 1.59979 -1.20441
C -2.54414 1.18980 -1.50174
C -1.75829 0.94890 -0.34485
C -0.32371 0.71080 -0.43975
C 0.35442 1.01014 -2.11589
H -0.30475 0.53171 -2.83664
H 0.53073 1.98955 -2.28453
C 1.67102 0.46805 -1.85162
H 2.44724 1.07880 -1.99251
H 1.89423 -0.59746 -2.81973
C 1.73930 -0.42688 -0.49647
H 2.19494 0.07188 0.11135
C 2.42344 -1.86722 -0.52139
C 2.47688 -2.83512 0.68476
H 1.43767 -3.20953 0.82410
H 2.72414 -1.95561 1.44993
H 3.16920 -3.40602 0.71413
H 1.99318 -2.43283 -1.53933
C 3.84417 -1.51874 -0.90828
C 4.85594 -0.77134 0.00118
C 4.93530 0.66479 -0.13808
H 5.23639 0.93719 -1.60792
H 4.15064 1.15885 -0.10348
C 6.13025 1.08840 0.50758
C 5.92156 1.28103 1.98577
H 4.81303 1.43649 2.39663
H 6.01439 0.03760 2.37910
H 6.63030 1.80953 2.52518
C 6.16411 2.74026 0.02921
H 7.02930 3.28903 0.73136
H 5.23835 3.13520 0.37621
H 6.35903 2.81906 -0.90341
O 7.37128 0.83278 0.17374
H 8.07993 1.04107 0.45528
H 5.86482 -1.28722 0.14949
H 4.47499 -1.01120 0.97132
H 3.87989 -0.95647 -1.92152
H 4.46624 -2.68306 -1.08071
C 0.07515 -0.50535 0.07087
C -0.61334 -1.69489 -0.94618
H -1.62884 -1.57754 -0.98937
H -0.48379 -2.57010 -0.59503
H 0.01307 -1.76046 -2.00695
C -0.02299 -0.82760 1.36554
H 0.28793 -1.85723 1.72760
C -1.56513 -0.38437 1.49129
H -2.31397 -1.20193 1.18292
H -1.74373 -0.46847 2.62483
C -2.03578 0.92027 1.00385
H -2.94560 1.05493 1.10173
H -1.48997 1.58708 1.71747
H 0.60174 -0.05804 2.00249
H 0.32204 1.64352 0.26727
H -2.22781 1.49471 -2.42105
H -4.37673 2.64562 -1.39981
C -6.34411 1.32306 -0.57275
H -6.31922 2.29554 -0.40335
C -6.86801 0.72401 0.67621
C -6.74086 -0.72763 1.01287
C -5.27140 -1.11702 0.76539
H -5.37327 -2.23903 1.00852
H -4.75671 -0.79016 1.70924
H -7.16409 -1.10934 1.91958
H -7.35461 -1.30973 0.18547
O -8.22439 1.33344 0.94122
H -8.81104 0.81478 1.70780
H -6.30638 1.36228 1.96933
H -6.93391 0.88994 -1.25214
H -3.61933 -1.09659 -2.13700
H -4.03197 -2.50126 -1.12371
```

---

Molecular formula: C14H4BrCl2N2O2S
Method: DFT, wB97M-V/def2-TZVPD

As for the relative energy (zero: lowest compared OMol25 entry of this formula, charge and spin): 0.0000 eV. The spin multiplicity is 1. As for the charge: -1. The HOMO energy is -0.1580 Eh. For the total energy, the calculation gives -4688.5116 hartree.

The geometry in XYZ format:
```
26
C14H4BrCl2N2O2S (wB97M-V/def2-TZVPD)
N -3.26804 -1.85859 2.08617
C -2.24900 -1.28213 2.05467
C -1.01873 -0.57055 2.02236
C -1.03177 0.79468 1.93490
C -2.22065 1.51095 2.26328
N -3.20249 2.09349 2.52306
C 0.21686 1.59275 2.00300
O 0.15359 2.81476 2.02770
C 1.48275 0.80884 2.07909
Cl 2.90719 1.73416 2.16425
C 1.49096 -0.55793 2.10626
Cl 2.92542 -1.46673 2.20709
C 0.22908 -1.35283 2.05966
O 0.17985 -2.58040 2.07414
Br 2.65283 -1.56324 -4.22115
C 1.24772 -0.72951 -3.26740
C 0.17200 -1.50217 -2.78898
C -0.77382 -0.92207 -1.94754
C -0.68937 0.45844 -1.61521
S -1.83855 1.17661 -0.61770
C 0.36225 1.23691 -2.16961
C 1.30530 0.65348 -3.01072
H 0.08354 -2.54861 -3.06954
H -1.59582 -1.49650 -1.52423
H 0.39367 2.29367 -1.91384
H 2.08524 1.26250 -3.45972
```